53
Properties=species:S:1:pos:R:3:forces:R:3 method="wB97M-V/def2-TZVPD" largest_force_ev_per_a=2.61 e_tot_ha=-1335.1848 homo_ha=-0.257 gap_ha=0.3511 lumo_ev=2.554 molar_mass_g_mol=333.308 total_charge=-1
C -0.7055 -0.3963 -0.7844 -0.3 1.5 -0.6
C -0.6413 -0.8419 -2.2378 1.3 -0.6 -0.2
C -0.2394 -2.2802 -2.4608 0.2 -1.6 -1.5
N -1.0377 -3.1904 -1.6699 -0.3 -0.7 0.9
N 0.5933 -0.2662 -0.1637 -0.6 0.0 -0.4
C 0.8152 0.5994 0.9348 0.3 0.6 0.4
O -0.0350 1.5443 1.1737 0.4 -0.9 -0.9
O 1.8661 0.3964 1.5618 -0.4 -0.1 -0.3
H -1.0068 0.6276 -0.9246 -0.6 0.6 0.4
H -1.4628 -0.8708 -0.1691 0.0 -0.4 0.2
H -1.4218 -0.4731 -2.8968 -0.7 -0.3 0.4
H 0.2069 -0.3003 -2.6142 -0.8 0.2 -0.6
H -0.3295 -2.6232 -3.5025 -0.7 0.6 -0.1
H 0.8489 -2.4476 -2.4298 0.2 0.4 1.0
H -0.8563 -3.0291 -0.6870 -0.2 0.1 0.2
H -0.8802 -4.2017 -1.7772 0.2 0.8 -0.4
H 1.0682 -1.1303 -0.0514 0.6 -0.6 0.5
H -3.4113 1.8630 -1.9563 0.1 0.5 0.3
H -2.9816 1.9087 -0.4840 -0.3 0.6 0.0
O -3.1246 2.4904 -1.2681 0.0 -0.8 -0.6
H 3.7680 0.7015 1.2061 0.0 -0.2 -0.1
H 3.8753 1.1374 -0.1890 -0.2 0.4 -0.7
O 4.3302 0.5650 0.4241 0.3 0.1 0.7
H 0.9826 -0.4679 4.4059 0.6 0.2 -0.2
H 0.4836 0.9584 3.9376 0.6 -0.3 0.1
O 0.2349 0.1165 4.3737 -1.3 0.1 0.4
H -4.0391 -1.8195 1.2703 -0.1 0.7 -0.5
H -2.4715 -1.5561 1.2688 -0.8 0.1 0.1
O -3.1828 -2.1745 1.4774 0.9 -0.9 0.6
H -0.7640 3.8034 -1.1802 -0.5 -0.5 0.2
H -0.0441 3.1055 0.0714 -0.4 -0.1 -0.3
O -0.0309 3.8442 -0.5683 0.5 0.6 0.3
H -1.8174 1.4274 1.0583 1.2 -0.6 -0.2
H -2.8541 2.0946 1.7804 -0.7 -0.2 -0.2
O -2.7810 1.3908 1.1148 -0.2 0.4 0.8
H 1.9216 2.0465 -1.5566 0.0 -0.6 -0.5
H 1.6115 3.4648 -1.1754 0.0 0.0 0.2
O 2.3527 2.8433 -1.2663 0.6 0.5 0.2
H 2.2511 2.0746 3.2325 0.7 -0.4 -0.2
H 0.9948 2.3948 2.4370 -0.1 -0.3 0.0
O 1.3457 2.3252 3.3398 -0.7 1.3 0.7
H 2.9787 -2.4292 0.0177 0.3 0.6 0.3
H 3.9188 -1.2247 0.4821 -0.4 1.7 -0.2
O 3.8385 -2.1541 0.3592 0.1 -2.6 -0.3
H 1.4261 0.0059 -2.1117 1.5 0.3 -0.1
H 2.6901 0.0035 -3.1223 -0.8 0.3 0.7
O 1.8901 0.4907 -2.8311 0.8 -0.3 -0.3
H -3.0657 -1.0479 -1.0586 -0.4 -0.1 0.2
H -3.5854 -2.0907 -1.9613 0.0 -0.5 -0.2
O -3.8958 -1.4963 -1.2797 0.2 0.6 -0.1
H 0.6887 -2.2257 3.3407 -0.7 0.8 -0.6
H -0.3840 -1.3149 2.5156 0.8 -0.2 1.1
O 0.0681 -2.1713 2.5944 -0.1 -0.8 -0.6



50
Properties=species:S:1:pos:R:3:forces:R:3 method="wB97M-V/def2-TZVPD" largest_force_ev_per_a=3.05 e_tot_ha=-1129.7917 homo_ha=-0.324 smiles=CNC[C@@H](C)O.O.O.O.O.O.O.O.O.O.O.O gap_ha=0.3251 lumo_ev=0.021 molar_mass_g_mol=287.303 total_charge=0
C -1.8119 0.5450 -3.7498 0.3 0.2 0.6
N -1.4128 -0.4497 -2.7054 0.7 0.9 -1.6
C 0.0222 -0.6626 -2.7817 1.0 -0.6 -0.3
C 0.6437 -1.5409 -1.6398 -1.8 -2.4 -0.5
C 1.9137 -2.2917 -2.0764 0.0 0.0 0.6
O 0.8282 -0.9932 -0.3541 0.8 1.6 0.4
H -2.8967 0.6740 -3.6293 0.3 0.0 -0.6
H -1.3466 1.5850 -3.6846 -0.3 -1.1 0.4
H -1.5002 0.1979 -4.7653 -0.6 -0.1 0.8
H -1.6860 -0.1590 -1.7876 -0.1 0.6 0.4
H 0.6630 0.2312 -3.0248 -0.5 0.1 1.0
H 0.1965 -1.1793 -3.7432 -0.1 -0.5 0.5
H -0.1011 -2.3897 -1.3503 0.7 1.6 -1.2
H 2.8202 -1.7313 -1.7213 -0.7 -0.8 -0.3
H 1.9539 -2.3843 -3.1556 0.1 0.0 -0.2
H 1.8068 -3.3223 -1.6521 0.8 0.9 -0.2
H 1.6234 -0.4168 -0.3662 -0.2 -0.4 -0.1
H 3.9668 0.7393 -1.2069 0.0 0.0 -0.8
H 3.7537 0.7410 0.2622 -1.1 -0.2 -0.4
O 3.2314 0.8170 -0.6012 0.8 0.0 1.1
H 1.7474 0.1893 4.2739 0.0 0.1 0.1
H 1.5329 -1.1640 3.6383 0.5 1.5 0.0
O 2.0138 -0.2988 3.4912 -0.5 -1.4 0.0
H -0.6286 -1.8935 4.1849 0.4 1.1 1.0
H -0.5825 -0.4540 4.8065 -0.4 -0.5 -0.4
O -0.1385 -1.3235 4.8320 -0.3 -0.9 -0.6
H 3.3663 -0.4642 2.0329 -0.2 0.3 0.5
H 3.9131 0.9407 2.3971 -0.1 -0.6 0.1
O 4.0530 0.1768 1.8177 0.7 0.5 -0.4
H -3.1032 -2.5664 -2.2058 0.0 -0.1 -0.5
H -2.5066 -2.4747 -0.8739 0.1 -0.2 0.3
O -2.7428 -3.1417 -1.5265 -0.1 0.2 0.2
H 1.6002 2.0245 0.0063 0.0 0.4 -0.4
H 1.1976 2.9969 -1.0901 0.0 -0.1 0.2
O 1.0572 2.8208 -0.1504 0.4 -0.3 0.0
H -1.0885 2.8868 1.6685 -0.2 -0.5 0.3
H 0.2573 2.2854 1.5755 -0.9 -0.3 0.7
O -0.5800 2.1717 2.0962 1.0 1.1 -0.9
H -2.5406 -0.8057 1.1446 0.2 0.4 -0.9
H -1.7840 -1.9925 1.7345 0.4 -0.1 -0.2
O -2.5670 -1.4572 1.8337 -0.6 -0.3 0.9
H -2.4457 0.2908 3.2489 -0.1 -0.4 -0.4
H -1.2847 1.2847 3.5165 -0.7 -0.4 0.0
O -1.9158 0.6665 3.9475 0.8 0.8 0.6
H -1.3731 0.7305 0.9277 -0.2 0.5 -0.8
H -0.4098 0.2661 -0.0823 -1.0 -0.1 -0.5
O -1.3402 0.6224 -0.0497 1.0 -1.1 1.5
H -2.7656 3.2173 -1.5800 0.0 -0.4 0.5
H -1.4531 3.5518 -1.0003 0.4 -0.2 0.3
O -2.1566 2.9036 -0.8822 -0.6 1.1 -1.0